Entry 1:
DFT (ωB97M-V/def2-TZVPD) results for a structure of composition C24H31N3O4SnTe.

**LUMO level (alpha / beta)**: 2.19 / 1.44 eV
**Net charge**: -1
**Orbital gap (alpha / beta)**: 6.463 / 6.071 eV
**Max |F|**: 0.008 Eh/bohr
**HOMO energy (alpha / beta)**: -4.3 / -4.6 eV
**2S+1**: 2
**Energy above the lowest of the compared OMol25 structures with the same formula, charge and spin**: 0.000 eV

Last column: Mulliken spin population.
Cartesian coordinates (Å):
Sn -3.870 -0.279 1.702  0.048
N -3.923 -1.006 -0.867  0.001
C -3.594 0.147 -1.706  0.008
C -3.478 1.473 -0.957  -0.004
O -3.381 2.491 -1.654  0.001
N -3.446 1.407 0.373  0.000
C -3.204 2.654 1.073  0.000
C -2.759 2.401 2.510  -0.001
O -2.259 3.322 3.149  0.001
O -2.957 1.211 2.969  0.002
H -4.898 -1.260 -0.949  -0.003
H -3.365 -1.819 -1.090  -0.001
H -2.621 -0.006 -2.175  -0.001
H -4.308 0.295 -2.517  -0.001
H -2.446 3.250 0.570  0.001
H -4.107 3.277 1.113  0.000
C -0.719 -3.061 3.010  0.040
C -1.852 -2.073 2.775  -0.017
O -2.734 -1.973 3.652  0.019
N -1.903 -1.322 1.663  0.328
Te -0.418 -1.396 0.088  0.402
C 1.622 -1.824 -0.830  0.192
C 1.653 -2.443 -2.081  -0.013
C 0.408 -2.870 -2.826  0.018
C 2.882 -2.661 -2.708  0.010
C 4.078 -2.299 -2.113  0.002
C 5.399 -2.541 -2.795  -0.001
C 4.029 -1.723 -0.849  0.005
C 2.825 -1.490 -0.193  -0.094
C 2.861 -0.893 1.187  0.055
C 0.010 0.669 0.322  0.047
C 0.100 1.273 1.586  -0.021
C 0.137 0.541 2.902  0.010
C 0.209 2.661 1.647  -0.004
C 0.246 3.453 0.511  0.003
C 0.252 4.954 0.610  0.000
C 0.228 2.824 -0.724  -0.002
C 0.124 1.445 -0.843  -0.025
C 0.203 0.858 -2.229  0.022
H -0.949 -3.623 3.912  0.003
H 0.226 -2.534 3.151  -0.014
H -0.595 -3.746 2.170  -0.004
H -0.368 -3.240 -2.159  0.001
H 0.647 -3.660 -3.538  -0.001
H -0.016 -2.034 -3.389  -0.002
H 2.894 -3.134 -3.686  0.002
H 5.256 -2.942 -3.798  0.000
H 6.007 -3.252 -2.231  0.001
H 5.973 -1.616 -2.878  0.000
H 4.957 -1.451 -0.354  0.001
H 3.886 -0.829 1.554  0.002
H 2.285 -1.504 1.884  -0.002
H 2.429 0.108 1.199  -0.008
H 0.485 -0.480 2.779  0.002
H -0.849 0.519 3.367  0.001
H 0.821 1.059 3.576  0.001
H 0.216 3.130 2.625  0.001
H 0.651 5.287 1.568  0.000
H -0.770 5.331 0.528  0.000
H 0.837 5.404 -0.193  0.000
H 0.270 3.424 -1.627  0.000
H -0.021 1.622 -2.973  0.000
H -0.494 0.032 -2.368  -0.007
H 1.202 0.460 -2.426  -0.003

***

Entry 2:
DFT (ωB97M-V/def2-TZVPD) results for an isolated molecule of C24H31N3O6.

**LUMO level**: 0.58 eV
**Orbital gap**: 8.742 eV
**Max |F|**: 0.011 Eh/bohr
**HOMO energy**: -8.2 eV
**2S+1**: 1
**Energy above the lowest of the compared OMol25 structures with the same formula, charge and spin**: 1.167 eV
**SMILES**: COc1cccc(OC)c1C(=O)NCCN1CCN(C(=O)c2c(OC)cccc2OC)CC1

Last column: Löwdin charge in e.
Cartesian coordinates (Å):
C 4.883 2.925 -0.850  -0.076
O 3.600 2.452 -1.182  -0.071
C 2.552 2.793 -0.381  -0.236
C 2.667 3.478 0.825  -0.032
C 1.528 3.744 1.564  -0.074
C 0.278 3.338 1.137  -0.035
C 0.151 2.658 -0.072  -0.216
O -1.021 2.193 -0.575  -0.076
C -2.210 2.445 0.135  -0.060
C 1.292 2.391 -0.833  -0.007
C 1.176 1.713 -2.174  -0.449
O 0.738 2.256 -3.163  0.104
N 1.631 0.441 -2.157  0.088
C 1.600 -0.414 -3.323  -0.144
C 0.179 -0.904 -3.688  -0.169
N -0.568 -1.602 -2.668  -0.157
C -1.108 -0.755 -1.622  -0.161
C -2.140 -1.555 -0.829  -0.106
N -1.498 -2.722 -0.270  -0.043
C -1.053 -2.822 1.005  -0.446
O -0.429 -3.785 1.410  0.081
C -1.365 -1.647 1.898  -0.007
C -0.314 -0.719 2.009  -0.212
O 0.785 -0.987 1.239  -0.091
C 1.994 -0.344 1.568  -0.057
C -0.427 0.390 2.832  -0.033
C -1.603 0.587 3.540  -0.083
C -2.638 -0.314 3.450  -0.010
C -2.526 -1.453 2.642  -0.223
O -3.619 -2.257 2.669  -0.061
C -3.581 -3.550 2.105  -0.056
C -0.930 -3.573 -1.293  -0.108
C 0.089 -2.764 -2.104  -0.157
H 4.908 4.018 -0.796  0.099
H 5.235 2.505 0.099  0.095
H 5.535 2.590 -1.655  0.096
H 3.626 3.806 1.191  0.102
H 1.620 4.277 2.498  0.110
H -0.586 3.555 1.743  0.106
H -3.008 2.020 -0.472  0.097
H -2.384 3.518 0.257  0.100
H -2.202 1.958 1.116  0.082
H 1.935 0.044 -1.283  0.127
H 2.264 -1.261 -3.144  0.115
H 1.975 0.161 -4.174  0.124
H 0.274 -1.573 -4.550  0.119
H -0.410 -0.036 -3.989  0.118
H -1.569 0.122 -2.076  0.127
H -0.340 -0.417 -0.912  0.104
H -2.571 -0.942 -0.037  0.124
H -2.937 -1.897 -1.499  0.133
H 2.221 -0.450 2.633  0.107
H 1.976 0.719 1.303  0.074
H 2.767 -0.851 0.990  0.100
H 0.377 1.102 2.917  0.099
H -1.700 1.454 4.176  0.109
H -3.552 -0.179 4.005  0.117
H -4.493 -4.038 2.448  0.098
H -3.582 -3.514 1.012  0.092
H -2.714 -4.116 2.450  0.100
H -0.448 -4.419 -0.802  0.124
H -1.732 -3.926 -1.947  0.130
H 0.482 -3.377 -2.918  0.127
H 0.918 -2.492 -1.427  0.126

***

Q: Which of these has the highest energy above the lowest of the compared OMol25 structures with the same formula, charge and spin?
A: C24H31N3O6